{"formula": "C9H16N2O2", "method": "ωB97M-V/def2-TZVPD", "symbols": ["H", "O", "H", "N", "H", "H", "H", "C", "N", "H", "H", "H", "C", "H", "H", "H", "H", "C", "C", "H", "H", "C", "H", "H", "C", "C", "C", "C", "O"], "positions_angstrom": [[-3.105, -2.697, 0.322], [-0.959, -1.483, -0.687], [-5.215, 0.954, 0.453], [-2.204, 0.409, -0.520], [3.428, 1.273, 1.490], [2.747, -1.784, -0.668], [-5.196, -1.461, 0.796], [-4.321, -0.971, 0.390], [-4.390, 0.406, 0.224], [1.845, 2.002, 1.066], [0.331, 0.477, -0.592], [3.922, 0.857, -1.168], [-3.331, 1.184, -0.203], [0.477, -1.267, -0.933], [0.601, -0.566, 0.904], [4.266, -0.766, -0.205], [1.746, 0.971, 2.311], [0.942, -0.358, -0.188], [2.308, 1.056, 1.230], [3.022, -1.516, 1.219], [2.419, 1.995, -0.907], [-3.177, -1.634, 0.151], [2.294, 0.482, -1.998], [-1.449, 0.951, -0.973], [3.243, -1.133, 0.111], [-1.999, -0.959, -0.368], [2.768, 1.008, -1.046], [2.321, 0.171, 0.077], [-3.333, 2.398, -0.288]], "atomic_forces_ev_per_a": [[-0.05, -0.01, -0.04], [-3.43, -1.67, -0.51], [0.19, -0.46, -0.02], [0.40, 1.24, -0.66], [-1.88, -0.05, -0.15], [1.12, 0.33, 1.02], [-0.04, 0.15, -0.17], [0.67, 0.62, 0.16], [-0.48, 0.32, 0.07], [-0.09, 0.95, -1.06], [0.27, -0.12, 0.52], [-1.97, 1.16, 0.05], [0.95, -0.28, -0.07], [3.79, 2.73, 2.10], [-0.30, -0.16, -1.98], [-0.79, -1.20, 1.01], [1.37, -1.43, -2.41], [-1.51, -0.64, 0.62], [1.86, 1.59, 5.58], [1.32, 0.17, -2.51], [0.01, 1.22, -0.51], [-0.31, -0.40, 0.29], [1.08, 1.49, 1.44], [-0.64, -0.51, 0.60], [-1.65, 1.18, 1.51], [-1.17, 0.45, -0.08], [1.74, -2.60, -3.67], [-0.12, -3.09, -1.13], [-0.33, -1.01, 0.00]], "gap_ev": 9.68, "e_above_lowest_ev": 4.4293, "homo_energy_ev": -9.3643, "charge": 0, "total_energy_ha": -612.4230}